The following is a quantum chemistry calculation of a structure of composition C5H8NP in a non-equilibrium geometry, from the Open Molecules 2025 dataset.

Summary:
<S²>   2.02
Highest occupied orbital energy (spin up / spin down)   -8.10 / -9.08 eV
Multiplicity   3
Energy above the lowest of the compared OMol25 structures with the same formula, charge and spin   151.09 kJ/mol
F_max   4.9 eV Å⁻¹
Charge   0

XYZ file:
```
15
Properties=species:S:1:pos:R:3:forces:R:3
C 2.148 2.110 0.055 -0.7814 0.2353 -0.5773
C 1.031 1.439 -0.286 -1.2383 -4.6745 -0.7312
C -0.401 1.795 -0.521 -0.0867 -0.5252 2.3771
C -0.870 -1.733 0.953 -0.2341 -1.6606 -0.1544
C -0.259 -1.711 -0.439 1.7261 0.0110 0.9404
N 3.123 2.721 0.186 1.1123 0.5053 0.4654
P 1.444 -0.874 -0.567 -0.1489 1.6406 0.4877
H -1.129 0.943 -0.707 1.3000 1.0671 -0.9026
H -0.791 2.032 0.494 0.1821 0.4160 -0.2083
H -0.445 2.724 -1.062 -0.6525 0.0647 -0.7463
H -1.689 -2.497 1.000 0.6307 0.5788 -0.0827
H -0.014 -2.157 1.502 -0.7066 0.3941 0.7434
H -1.286 -0.839 1.392 0.3965 0.5018 -0.0461
H -0.656 -1.189 -1.238 -2.0831 1.0483 -1.4633
H -0.206 -2.763 -0.761 0.5838 0.3972 -0.1018
```
Positions in Å, forces in eV/Å.

The following is a quantum chemistry calculation of a structure of composition C5H8O in a non-equilibrium geometry, from the Open Molecules 2025 dataset.

Summary:
Highest occupied orbital energy   -6.60 eV
Energy above the lowest of the compared OMol25 structures with the same formula, charge and spin   554.33 kJ/mol
F_max   3.7 eV Å⁻¹
Charge   0

XYZ file:
```
14
Properties=species:S:1:pos:R:3:forces:R:3
C 1.555 -0.280 0.570 0.7130 -0.7054 -1.9446
C 0.765 0.396 -0.483 -2.6486 2.2910 1.2313
C -0.626 0.101 -0.889 -0.0059 -0.5987 -0.6151
C -1.294 -0.822 0.135 -0.1171 -0.4067 -0.0531
O -1.295 0.247 1.116 -0.3878 -0.1603 0.0816
C -1.041 1.138 0.068 1.8911 0.1633 0.4420
H 1.269 -1.231 1.016 -0.4252 0.3654 -0.1455
H 2.188 0.334 1.245 -0.2663 -0.4163 -0.8910
H 1.901 -0.569 -0.554 1.8421 -0.6479 2.3656
H 1.290 1.232 -0.933 -0.3055 -0.1224 -0.2621
H -0.876 0.080 -1.944 -0.1062 -0.0961 0.0181
H -0.749 -1.705 0.479 -0.0881 0.1678 -0.0561
H -2.319 -1.089 -0.140 0.1145 0.0701 0.0200
H -0.771 2.161 0.279 -0.2098 0.0962 -0.1911
```
Positions in Å, forces in eV/Å.

The following is a quantum chemistry calculation of the molecule C5H8O, from the Open Molecules 2025 dataset.

Summary:
Highest occupied orbital energy (spin up / spin down)   -7.11 / -7.08 eV
Energy above the lowest of the compared OMol25 structures with the same formula, charge and spin   458.98 kJ/mol
F_max   0.3 eV Å⁻¹
Charge   0

XYZ file:
```
14
Properties=species:S:1:pos:R:3:forces:R:3
C -0.753 1.671 -0.089 -0.1836 0.0853 0.0594
C 0.354 0.825 0.042 0.0681 0.1222 -0.1541
C -0.022 -0.630 1.095 -0.0640 -0.2034 0.1115
C 0.181 -1.758 0.284 0.0283 -0.0083 0.0776
O -0.176 -0.860 -1.525 0.1435 0.2917 0.0520
C 0.393 0.216 -1.310 -0.0543 -0.2066 -0.0706
H -1.711 1.232 -0.348 0.1157 0.1262 -0.2034
H -0.734 2.710 0.222 -0.0035 -0.1673 -0.0241
H 1.289 1.322 0.325 -0.2116 -0.1259 0.0540
H -1.058 -0.449 1.382 0.2396 -0.0564 0.0565
H 0.674 -0.451 1.913 0.0753 0.0270 -0.2411
H -0.593 -2.472 0.037 0.0484 0.1362 0.1010
H 1.199 -2.075 0.073 -0.1823 -0.0440 0.0081
H 0.957 0.719 -2.101 -0.0195 0.0233 0.1733
```
Positions in Å, forces in eV/Å.

The following is a quantum chemistry calculation of the molecule C5H8O, from the Open Molecules 2025 dataset.

Summary:
SMILES   C#CC(C)(C)O
Highest occupied orbital energy   -10.17 eV
Energy above the lowest of the compared OMol25 structures with the same formula, charge and spin   188.57 kJ/mol
F_max   0.5 eV Å⁻¹
Charge   0

XYZ file:
```
14
Properties=species:S:1:pos:R:3:forces:R:3
C 1.864 0.446 1.661 -0.3495 -0.0991 -0.2494
C 0.932 0.175 0.948 0.3927 0.1255 0.3170
C -0.239 -0.133 0.092 0.1696 0.0211 -0.1885
C -0.627 1.107 -0.719 -0.0321 0.0708 -0.0601
C 0.064 -1.320 -0.817 0.0193 -0.0685 -0.0591
O -1.335 -0.542 0.901 -0.1196 0.1210 0.1530
H 2.687 0.678 2.301 -0.1514 -0.0465 -0.1405
H -0.920 1.924 -0.049 0.0738 -0.1146 -0.0905
H 0.205 1.457 -1.337 -0.1011 -0.0779 0.0892
H -1.478 0.860 -1.363 0.1302 0.0320 0.0962
H 0.251 -2.211 -0.212 0.0069 0.1215 -0.0602
H 0.940 -1.121 -1.439 -0.1084 -0.0006 0.0787
H -0.800 -1.511 -1.462 0.1103 0.0492 0.1029
H -1.543 0.191 1.494 -0.0405 -0.1337 0.0115
```
Positions in Å, forces in eV/Å.

The following is a quantum chemistry calculation of a structure of composition C5H8O, from the Open Molecules 2025 dataset.

Summary:
Highest occupied orbital energy   -8.60 eV
Energy above the lowest of the compared OMol25 structures with the same formula, charge and spin   461.43 kJ/mol
F_max   0.4 eV Å⁻¹
Charge   0

XYZ file:
```
14
Properties=species:S:1:pos:R:3:forces:R:3
C -0.221 1.229 -0.951 -0.0086 0.2193 -0.0891
C -0.822 -0.027 -0.242 -0.3092 -0.1358 0.0456
C 0.536 -0.725 -0.569 0.1311 -0.1668 -0.0005
C 1.047 0.687 -0.283 0.2016 0.0505 -0.1617
O 0.650 0.823 1.140 -0.2503 -0.0306 0.1243
C -0.589 0.380 1.215 0.2585 0.1696 -0.2640
H -0.220 1.134 -2.038 0.0098 -0.0244 0.1461
H -0.566 2.217 -0.635 0.0663 -0.1354 -0.0504
H -1.788 -0.457 -0.506 0.1602 0.0961 0.0680
H 0.614 -1.005 -1.623 -0.0330 0.0712 0.1546
H 0.886 -1.531 0.082 -0.0636 0.1420 -0.0668
H 2.063 1.054 -0.418 -0.1477 -0.0600 0.0099
H -0.852 -1.517 2.394 0.0133 -0.2672 0.0649
H -0.737 -2.259 2.435 -0.0285 0.0715 0.0190
```
Positions in Å, forces in eV/Å.

The following is a quantum chemistry calculation of a structure of composition C5H8O, from the Open Molecules 2025 dataset.

Summary:
Highest occupied orbital energy   -8.97 eV
Energy above the lowest of the compared OMol25 structures with the same formula, charge and spin   297.01 kJ/mol
F_max   1.0 eV Å⁻¹
Charge   0

XYZ file:
```
14
Properties=species:S:1:pos:R:3:forces:R:3
C 0.863 -1.177 1.171 0.0914 0.0910 -0.0815
C 0.034 -0.344 0.235 0.5996 -0.0803 -0.1648
C 0.740 0.519 -0.910 0.2670 -0.1529 0.1069
C -0.275 1.094 0.030 -0.1502 0.2036 0.1159
C -1.547 0.475 -0.598 -0.3206 0.3381 -0.2248
O -1.282 -0.807 0.006 0.1694 -0.2311 -0.3832
H 0.642 -1.031 2.235 -0.1369 0.1260 -0.2699
H 0.673 -2.231 0.936 0.0754 0.1898 -0.0198
H 1.920 -0.970 1.000 -0.0229 -0.0850 0.1355
H 0.525 0.739 -1.963 0.0339 -0.9256 0.2669
H 1.804 0.581 -0.716 -0.0475 0.2579 0.3604
H -0.214 1.968 0.668 0.0241 -0.1140 -0.0601
H -1.331 0.315 -1.660 -0.7178 0.4504 -0.0647
H -2.550 0.867 -0.434 0.1351 -0.0679 0.2832
```
Positions in Å, forces in eV/Å.

The following is a quantum chemistry calculation of the molecule C5H8O, from the Open Molecules 2025 dataset.

Summary:
SMILES   C[C@H]1C[C@H]1C=O
Highest occupied orbital energy   -9.76 eV
Energy above the lowest of the compared OMol25 structures with the same formula, charge and spin   111.58 kJ/mol
F_max   0.5 eV Å⁻¹
Charge   0

XYZ file:
```
14
Properties=species:S:1:pos:R:3:forces:R:3
C -1.320 -0.697 -0.602 -0.0476 -0.0892 0.0163
C -0.384 0.491 -0.623 -0.0301 -0.0176 -0.1468
C -0.053 1.271 0.603 -0.1246 0.0983 0.1519
C 1.008 0.392 -0.014 0.2343 -0.0046 -0.0923
C 1.384 -0.874 0.655 0.2390 -0.1699 -0.1241
O 2.355 -1.534 0.362 -0.3679 0.3055 0.1805
H -1.492 -1.065 0.416 0.0440 0.0573 -0.1497
H -2.294 -0.425 -1.022 0.1256 -0.0278 0.0794
H -0.915 -1.528 -1.194 -0.1137 0.1749 0.0900
H -0.400 1.058 -1.552 0.0210 -0.0950 0.1591
H -0.481 0.923 1.542 0.0586 0.0410 -0.1426
H 0.074 2.348 0.537 0.0093 -0.2096 -0.0102
H 1.819 0.851 -0.572 -0.1052 -0.0501 0.0749
H 0.699 -1.209 1.465 0.0574 -0.0135 -0.0864
```
Positions in Å, forces in eV/Å.

The following is a quantum chemistry calculation of a structure of composition C5H8O, from the Open Molecules 2025 dataset.

Summary:
Highest occupied orbital energy   -8.48 eV
Energy above the lowest of the compared OMol25 structures with the same formula, charge and spin   478.52 kJ/mol
F_max   0.5 eV Å⁻¹
Charge   0

XYZ file:
```
14
Properties=species:S:1:pos:R:3:forces:R:3
C -0.569 -1.508 -1.215 -0.0700 -0.0045 -0.0423
C 0.346 -0.867 -0.176 0.0788 0.0281 0.0581
C -0.306 0.352 0.415 -0.1627 -0.3550 -0.0269
O 0.823 0.995 1.438 -0.1364 -0.0196 0.2411
C -0.434 1.575 -0.387 0.3403 0.1475 0.3369
C 0.424 2.190 0.382 -0.1440 0.3374 -0.3171
H -1.516 -1.826 -0.764 0.1247 0.0188 -0.0830
H -0.090 -2.387 -1.658 -0.0988 0.1498 0.0598
H -0.796 -0.784 -2.002 0.0186 -0.1508 0.0721
H 1.285 -0.548 -0.640 -0.0944 -0.0534 0.0426
H 0.586 -1.568 0.630 -0.0144 0.0292 -0.0979
H -1.156 0.120 1.067 0.1091 -0.0018 -0.0765
H 0.410 1.180 2.298 0.0943 -0.0525 -0.0956
H 0.991 3.077 0.614 -0.0451 -0.0730 -0.0714
```
Positions in Å, forces in eV/Å.

The following is a quantum chemistry calculation of the molecule C5H8O, from the Open Molecules 2025 dataset.

Summary:
SMILES   C=C[C@H](C)C=O
Highest occupied orbital energy   -9.47 eV
Energy above the lowest of the compared OMol25 structures with the same formula, charge and spin   159.86 kJ/mol
F_max   0.7 eV Å⁻¹
Charge   0

XYZ file:
```
14
Properties=species:S:1:pos:R:3:forces:R:3
C 1.292 1.183 -0.045 -0.0376 0.2242 -0.2196
C 0.687 0.360 -0.901 0.1767 0.2660 0.0984
C -0.442 -0.513 -0.385 -0.0082 -0.0463 -0.0863
C -1.610 0.238 0.255 0.0170 -0.0133 0.0885
C 0.517 -1.302 0.507 0.0074 -0.5148 -0.0639
O 1.300 -2.095 0.039 -0.5070 -0.1815 0.4941
H 0.813 1.455 0.892 0.1773 -0.0899 -0.0468
H 2.303 1.539 -0.193 -0.1615 0.3464 -0.2735
H 1.163 0.050 -1.829 -0.0045 0.0982 0.2228
H -0.805 -1.221 -1.135 0.1009 0.2391 -0.0960
H -1.286 1.095 0.854 0.0095 -0.2031 -0.0484
H -2.262 0.633 -0.534 0.1554 -0.0884 0.1349
H -2.222 -0.408 0.894 0.1323 0.0073 -0.0964
H 0.553 -1.013 1.581 -0.0577 -0.0439 -0.1076
```
Positions in Å, forces in eV/Å.

The following is a quantum chemistry calculation of the molecule C5H8O in a non-equilibrium geometry, from the Open Molecules 2025 dataset.

Summary:
SMILES   C/C=C/C=C/O
Highest occupied orbital energy   -8.14 eV
Energy above the lowest of the compared OMol25 structures with the same formula, charge and spin   222.83 kJ/mol
F_max   2.8 eV Å⁻¹
Charge   0

XYZ file:
```
14
Properties=species:S:1:pos:R:3:forces:R:3
C 2.659 -0.555 0.138 -1.7250 1.3395 -0.9908
C 1.266 0.264 -0.060 0.9410 -1.1710 -0.2285
C 0.042 -0.299 0.083 -0.1209 0.1966 0.0120
C -1.245 0.344 -0.230 0.6576 -0.9940 0.1035
C -2.476 -0.072 0.157 0.4858 0.6425 0.4965
O -3.579 0.748 -0.018 1.9954 1.6973 -0.7127
H 3.398 0.152 0.558 -0.3962 -0.7868 0.5744
H 2.451 -1.519 0.634 0.3774 0.7751 0.3304
H 3.135 -0.830 -0.824 -0.6501 0.2363 0.0955
H 1.357 1.341 -0.391 -0.1517 -1.3496 0.3481
H -0.188 -1.301 0.403 1.0534 -0.6374 0.3738
H -0.990 1.068 -0.982 -1.1775 1.1660 -0.0423
H -2.720 -0.977 0.777 0.4911 0.9775 -0.7719
H -3.108 1.638 -0.244 -1.7802 -2.0921 0.4121
```
Positions in Å, forces in eV/Å.